Entry from the Open Molecules 2025 dataset: 4 unconnected molecules or ions with the total composition C10H19Cl6NO5S in a non-equilibrium geometry (wB97M-V/def2-TZVPD).

SMILES string: O=NO[C@H]1CCS(=O)(=O)OC1.ClCCCl.ClCCCl.ClCCCl
Frontier orbital gap in hartree: 0.3858

Structure (XYZ):
```
42
C10H19Cl6NO5S, DFT wB97M-V/def2-TZVPD
O -0.064 0.554 1.777
N 0.486 -0.054 0.940
O -0.124 0.147 -0.258
C 0.797 -0.033 -1.349
C 1.963 1.045 -1.362
C 3.373 0.384 -1.577
S 3.546 -0.962 -0.367
O 3.466 -0.334 0.974
O 4.814 -1.704 -0.536
O 2.229 -1.932 -0.510
C 1.308 -1.486 -1.513
H 0.204 0.181 -2.252
H 1.822 1.682 -2.252
H 1.941 1.714 -0.495
H 3.503 0.049 -2.616
H 4.153 1.138 -1.397
H 0.442 -2.163 -1.451
H 1.741 -1.611 -2.516
Cl -1.108 -3.444 -3.955
C -0.410 -5.077 -3.795
C 0.726 -5.110 -2.801
Cl 2.154 -4.220 -3.385
H -0.087 -5.404 -4.781
H -1.212 -5.733 -3.460
H 1.042 -6.139 -2.633
H 0.431 -4.685 -1.844
Cl -3.520 5.265 -0.415
C -2.914 3.878 0.530
C -1.414 3.898 0.681
Cl -0.576 3.596 -0.863
H -3.254 2.965 0.044
H -3.375 3.932 1.517
H -1.105 3.110 1.367
H -1.063 4.851 1.074
Cl -0.769 2.427 5.668
C -2.300 1.517 5.675
C -2.774 1.190 4.279
Cl -3.285 2.647 3.386
H -3.038 2.103 6.220
H -2.119 0.595 6.227
H -3.638 0.529 4.328
H -1.997 0.696 3.699
```